[1]
Molecular formula: C13H25ClIMnN2P2
Method: DFT, ωB97M-V/def2-TZVPD

- Multiplicity: 5
- HOMO (alpha / beta): -15.730 / -15.992 eV
- Net charge: +2

CARTESIAN COORDINATES (ANGSTROEM)
C -0.55 -0.16 -2.41
I -2.77 -0.30 -0.33
H 0.56 -0.18 -2.28
H -0.87 0.79 -2.89
H -0.89 -1.09 -2.86
Mn -0.35 -0.11 -0.52
P 0.05 2.51 -0.61
C -1.39 3.62 -0.39
C 1.32 3.27 0.49
H 1.45 4.34 0.24
H 0.77 4.08 -2.36
H 2.26 2.74 0.33
H 1.61 2.50 -2.47
H -1.82 3.48 0.61
H 1.03 3.18 1.54
C 0.64 2.99 -2.28
H -1.10 4.67 -0.52
H -0.08 2.65 -3.04
H -2.16 3.36 -1.13
P 0.06 -2.52 -0.39
C -1.41 -3.63 -0.15
C 0.74 -3.09 -1.98
H 2.20 -2.61 0.68
H 1.41 -4.23 0.70
H 0.90 -2.94 1.85
C 1.26 -3.15 0.83
H 1.73 -2.61 -2.15
H 0.87 -4.20 -1.98
H -1.08 -4.67 -0.11
H -2.11 -3.49 -0.98
H 0.09 -2.82 -2.83
H -1.91 -3.34 0.78
Cl 1.93 0.00 -0.15
N -0.60 0.22 7.41
C -0.64 0.24 6.24
C -0.61 0.18 4.79
C -0.69 -1.02 4.08
C -0.70 -1.00 2.69
N -0.51 0.10 1.98
C -0.58 1.27 2.63
C -0.55 1.34 4.03
H -0.73 -1.93 4.66
H -0.84 -1.96 2.20
H -0.59 2.18 2.03
H -0.49 2.31 4.51

Mulliken atomic charge list, values in e, 4 entries: number 1, C, carries -0.955; number 2, I, carries 0.268; number 3, H, carries 0.411; number 4, H, carries 0.318

***

[2]
Molecular formula: C6H6
Method: DFT, ωB97M-V/def2-TZVPD

- HOMO (alpha / beta): -7.518 / -7.778 eV
- Net charge: 0

CARTESIAN COORDINATES (ANGSTROEM)
C -0.24 -0.09 0.30
C -1.95 -1.07 1.37
C -0.23 0.75 -0.98
C -0.78 -1.46 0.57
C 1.13 1.28 -0.49
C 0.96 0.59 0.69
H -0.24 0.20 -1.92
H -0.99 1.53 -1.01
H -1.04 -2.01 -0.34
H -0.08 -2.09 1.15
H 1.90 1.86 -0.94
H 1.56 0.53 1.59

Mulliken atomic charge list, values in e, 4 entries: number 1, C, carries -0.004; number 2, C, carries -0.338; number 3, C, carries -0.413; number 4, C, carries -0.005

***

[3]
Molecular formula: H2INO3P
Method: DFT, ωB97M-V/def2-TZVPD

- HOMO: -3.815 eV
- Net charge: -1

CARTESIAN COORDINATES (ANGSTROEM)
N 1.31 0.42 0.25
O 0.02 -1.85 0.97
O 0.67 -1.35 -1.48
O -3.41 1.66 -0.76
P 0.42 -0.93 -0.10
I -2.08 0.58 0.20
H 1.97 0.94 -0.27
H 1.10 0.53 1.19

Mulliken atomic charge list, values in e, 4 entries: number 1, N, carries -0.374; number 2, O, carries -0.552; number 3, O, carries -0.617; number 4, O, carries -0.759

***

[4]
Molecular formula: C12H24BINO5S
Method: DFT, ωB97M-V/def2-TZVPD

- Structure (SMILES): CCO[C@@](CCCS)(C(=O)[O-])[C@H](OC[C@H](I)CC)B(N)O
- HOMO: -4.201 eV
- Net charge: -1

CARTESIAN COORDINATES (ANGSTROEM)
C 2.84 -0.99 2.64
C 2.88 0.46 1.97
O 2.26 0.61 0.70
C 0.88 0.22 0.58
C 0.81 -1.21 -0.13
C 0.54 -2.49 0.78
C 1.53 -3.69 0.34
S 1.24 -4.07 -1.46
C -0.06 0.46 1.84
O 0.03 1.52 2.57
O -1.14 -0.36 2.20
C 0.28 1.27 -0.53
O -1.11 0.98 -0.86
C -1.80 2.14 -1.37
C -3.19 2.44 -0.62
I -3.01 2.64 1.54
C -4.36 1.42 -1.03
C -4.25 -0.02 -0.31
B 1.26 1.49 -1.81
N 1.98 0.45 -2.61
O 1.43 2.88 -2.24
H 3.64 -1.01 3.48
H 3.11 -1.84 1.94
H 1.84 -1.11 3.17
H 2.54 1.21 2.78
H 4.00 0.71 1.82
H 0.07 -1.27 -1.02
H 1.85 -1.37 -0.62
H -0.52 -2.87 0.51
H 0.52 -2.30 1.90
H 2.63 -3.43 0.53
H 1.26 -4.64 0.92
H 2.42 -3.89 -2.18
H 0.26 2.28 0.04
H -1.19 3.11 -1.34
H -2.05 1.95 -2.47
H -3.53 3.48 -1.02
H -4.40 1.35 -2.18
H -5.38 1.87 -0.72
H -4.83 -0.77 -0.95
H -4.71 0.03 0.74
H -3.17 -0.38 -0.24
H 1.39 -0.40 -2.70
H 2.83 0.21 -2.08
H 2.39 2.94 -2.49

Mulliken atomic charge list, values in e, 4 entries: number 1, C, carries -0.632; number 2, C, carries -0.425; number 3, O, carries -0.397; number 4, C, carries 2.087

***

[5]
Molecular formula: C17H43N3O16P3S
Method: DFT, ωB97M-V/def2-TZVPD

- HOMO: -11.116 eV
- Net charge: +1

CARTESIAN COORDINATES (ANGSTROEM)
N -3.12 1.76 3.17
C -3.04 2.37 2.06
C -2.81 1.73 0.71
C -4.12 1.41 -0.06
O -3.92 0.20 -0.82
N -3.73 -0.94 0.03
O -4.31 -1.85 -0.40
C -4.35 2.48 -1.11
C -4.83 3.76 -0.41
C -6.16 3.46 0.25
N -6.07 2.38 1.29
C -7.39 2.01 1.88
S -8.65 1.56 0.65
O -8.00 1.14 -0.55
O -9.53 2.67 0.57
C -5.32 1.15 0.86
H -3.00 0.75 3.00
H -3.11 3.45 2.10
H -2.15 0.87 0.84
H -2.25 2.45 0.12
H -3.44 2.65 -1.68
H -5.14 2.17 -1.80
H -4.08 4.14 0.28
H -5.04 4.49 -1.19
H -6.50 4.36 0.76
H -6.90 3.25 -0.52
H -5.53 2.77 2.07
H -7.24 1.16 2.55
H -7.78 2.81 2.51
H -9.30 0.51 1.20
H -4.93 0.71 1.78
H -5.97 0.40 0.42
C 3.44 5.27 1.16
O 2.11 4.69 1.14
P 0.83 5.64 0.91
O -0.30 4.70 0.79
O 1.37 6.22 -0.50
C 0.97 5.58 -1.72
O 0.24 7.08 1.30
C 0.13 7.42 2.71
H 4.00 4.80 1.97
H 3.93 5.05 0.21
H 3.42 6.34 1.32
H 0.71 4.54 -1.56
H 1.80 5.64 -2.42
H 0.11 6.12 -2.14
H 1.12 7.44 3.18
H -0.50 6.70 3.23
H -0.31 8.40 2.78
C -1.12 -2.82 -0.78
O 0.16 -2.19 -0.97
P 1.45 -2.74 -0.15
O 2.59 -1.98 -0.68
O 1.34 -4.26 -0.69
C 2.12 -4.62 -1.84
O 1.82 -3.23 1.34
C 1.46 -2.37 2.44
H -1.87 -2.05 -0.73
H -1.33 -3.46 -1.64
H -1.16 -3.42 0.13
H 2.34 -3.77 -2.47
H 1.54 -5.35 -2.41
H 3.04 -5.09 -1.51
H 0.38 -2.25 2.51
H 1.93 -1.39 2.34
H 1.81 -2.84 3.35
C 9.48 -6.30 -0.78
O 8.44 -7.29 -0.92
P 7.10 -6.93 -1.72
O 6.34 -8.18 -1.80
O 7.84 -6.51 -3.10
C 7.98 -7.50 -4.12
O 6.06 -5.70 -1.83
C 5.50 -5.17 -0.61
H 9.86 -6.34 0.24
H 10.28 -6.53 -1.47
H 9.12 -5.29 -0.98
H 7.97 -8.51 -3.71
H 8.93 -7.33 -4.62
H 7.17 -7.38 -4.84
H 6.29 -4.75 0.02
H 4.97 -5.96 -0.06
H 4.81 -4.38 -0.87

Mulliken atomic charge list, values in e, 4 entries: number 1, N, carries -0.621; number 2, C, carries -0.418; number 3, C, carries -1.140; number 4, C, carries 2.218

***

[6]
Molecular formula: C11H22N3O
Method: DFT, ωB97M-V/def2-TZVPD

- Structure (SMILES): CCCCC(NC(=[NH2+])N(C)CO)=C1CC1
- HOMO: -12.256 eV
- Net charge: +1

CARTESIAN COORDINATES (ANGSTROEM)
C 4.85 1.28 -1.01
C 3.84 0.49 -0.13
C 2.39 0.44 -0.76
C 1.50 -0.54 0.06
C 0.14 -0.09 0.31
N -0.58 0.29 -0.80
C -1.85 0.35 -1.03
N -2.37 1.31 -1.74
N -2.76 -0.54 -0.46
C -4.14 -0.15 -0.50
C -2.31 -1.92 -0.09
O -1.73 -2.57 -1.17
C -0.34 0.02 1.53
C 0.25 -0.20 2.90
C -1.20 0.42 2.79
H 4.78 1.06 -2.04
H 5.87 1.02 -0.77
H 4.64 2.30 -0.95
H 3.90 1.09 0.81
H 4.29 -0.47 0.07
H 1.99 1.47 -0.82
H 2.60 0.10 -1.74
H 2.04 -0.65 0.96
H 1.46 -1.41 -0.48
H 0.05 0.98 -1.39
H -3.25 1.24 -2.12
H -1.82 2.13 -2.08
H -4.23 0.80 -0.10
H -4.45 -0.15 -1.55
H -4.77 -0.76 0.01
H -3.16 -2.45 0.29
H -1.60 -1.75 0.71
H -2.04 -3.43 -1.13
H 0.98 0.42 3.26
H 0.47 -1.29 3.30
H -2.07 -0.27 2.99
H -1.38 1.43 2.88

Mulliken atomic charge list, values in e, 4 entries: number 1, C, carries -1.499; number 2, C, carries -0.626; number 3, C, carries -0.540; number 4, C, carries -1.173

***

[7]
Molecular formula: C7H8N2O2
Method: DFT, ωB97M-V/def2-TZVPD

- Structure (SMILES): Nc1ccc(C(=O)O)c(N)c1
- HOMO: -8.735 eV
- Net charge: 0

CARTESIAN COORDINATES (ANGSTROEM)
N 3.14 -0.39 -0.35
C 1.75 -0.41 -0.10
C 0.96 -1.54 0.08
C -0.40 -1.52 0.04
C -1.12 -0.27 0.17
C -2.54 -0.59 -0.09
O -2.86 -1.80 0.04
O -3.41 0.34 -0.43
C -0.36 0.88 0.12
N -1.07 1.99 0.14
C 1.09 0.78 -0.11
H 3.52 -1.10 0.26
H 3.65 0.51 -0.25
H 1.36 -2.49 0.00
H -1.08 -2.43 0.16
H -2.91 1.20 -0.45
H -0.53 2.63 -0.75
H -0.86 2.48 1.28
H 1.68 1.72 0.25

Mulliken atomic charge list, values in e, 4 entries: number 1, N, carries -0.605; number 2, C, carries 0.560; number 3, C, carries -0.698; number 4, C, carries -0.700

***

[8]
Molecular formula: C9H22N2NiO2P2
Method: DFT, ωB97M-V/def2-TZVPD

- Multiplicity: 4
- HOMO (alpha / beta): -10.507 / -10.274 eV
- Net charge: +1

CARTESIAN COORDINATES (ANGSTROEM)
Ni 0.89 -0.05 0.19
P -0.55 -1.30 1.44
P 2.02 1.09 1.64
N -0.06 -0.68 -1.39
N 1.45 1.26 -1.04
H -0.52 -0.01 -3.28
H 2.06 1.20 -3.03
H 1.08 -0.92 -3.14
C 0.37 -0.21 -2.64
H 0.43 1.94 -2.80
C 1.12 1.13 -2.45
H -0.30 -2.70 -1.94
H 2.00 3.25 -1.35
C -0.86 -1.85 -1.41
C 1.89 2.44 -0.62
H -0.52 -3.12 0.24
C -1.17 -2.25 0.08
H -2.18 -2.63 0.32
H 1.44 1.51 2.87
H 3.36 0.80 2.01
H -0.35 -2.32 2.39
H 0.95 -1.08 1.42
O -1.50 -0.26 2.43
C -2.47 0.49 1.86
C -3.69 -0.22 1.46
C -2.12 1.70 1.11
H -1.76 -1.84 -2.09
H -3.45 -1.28 1.28
H -4.39 -0.19 2.30
H -4.18 0.25 0.60
H -1.04 1.71 0.80
H -2.78 1.86 0.24
H -2.29 2.56 1.78
C 2.19 2.60 0.71
H 2.56 3.55 1.09
O 4.00 -1.78 -0.48
H 3.73 -2.65 -0.84
H 4.64 -2.00 0.21

Mulliken atomic charge list, values in e, 4 entries: number 1, Ni, carries -0.536; number 2, P, carries 0.576; number 3, P, carries -0.122; number 4, N, carries 0.133

***

[9]
Molecular formula: C9H12O2SiTl
Method: DFT, ωB97M-V/def2-TZVPD

- HOMO: -13.037 eV
- Net charge: +1

CARTESIAN COORDINATES (ANGSTROEM)
Tl 0.25 -1.06 2.22
O -0.69 -2.35 3.92
C -0.21 -1.55 4.77
O 0.47 -0.54 4.41
H -0.37 -1.73 5.84
C -1.04 -2.27 -0.80
Si 0.32 -1.04 -0.66
C 2.07 -1.63 -0.77
C -0.05 0.72 -0.93
C -1.17 1.06 -1.70
C -1.44 2.39 -2.00
C -0.59 3.38 -1.52
C 0.51 3.06 -0.73
C 0.78 1.73 -0.45
H -1.22 -2.52 -1.85
H -1.97 -1.87 -0.39
H -0.78 -3.20 -0.28
H 2.33 -1.72 -1.83
H 2.20 -2.60 -0.30
H 2.76 -0.91 -0.33
H -1.85 0.29 -2.06
H -2.30 2.65 -2.60
H -0.79 4.41 -1.76
H 1.15 3.84 -0.35
H 1.65 1.49 0.16

Mulliken atomic charge list, values in e, 4 entries: number 1, Tl, carries 0.990; number 2, O, carries -0.633; number 3, C, carries 0.266; number 4, O, carries -0.645

***

[10]
Molecular formula: C4H9OS
Method: DFT, ωB97M-V/def2-TZVPD

- Structure (SMILES): [O-]CCCCS
- HOMO: -2.327 eV
- Net charge: -1

CARTESIAN COORDINATES (ANGSTROEM)
O -2.67 1.32 2.20
C -2.26 0.75 1.09
C -0.68 0.87 0.76
C -0.16 -0.03 -0.29
C 1.37 -0.28 -0.17
S 2.08 -1.17 -1.64
H -2.72 1.24 0.15
H -2.46 -0.35 1.00
H -0.31 1.90 0.70
H -0.30 0.69 1.79
H -0.52 -1.07 -0.30
H -0.41 0.29 -1.30
H 1.55 -0.86 0.72
H 1.99 0.61 -0.25
H 1.16 -2.13 -1.78

Mulliken atomic charge list, values in e, 4 entries: number 1, O, carries -0.852; number 2, C, carries -0.409; number 3, C, carries -0.739; number 4, C, carries -0.389

***

[11]
Molecular formula: C22H29F2N3O8S
Method: DFT, ωB97M-V/def2-TZVPD

- Structure (SMILES): CC(=O)OCCCCCN(C[C@@H](C)F)S(=O)(=O)F.O=[N+]([O-])c1ccccc1.O=[N+]([O-])c1ccccc1
- HOMO: -9.877 eV
- Net charge: 0

CARTESIAN COORDINATES (ANGSTROEM)
C -4.91 -4.21 1.74
C -3.87 -3.97 0.68
O -3.41 -4.91 0.04
O -3.46 -2.69 0.42
C -2.64 -2.13 1.44
C -1.84 -0.99 0.83
C -1.67 0.23 1.75
C -0.26 0.40 2.32
C -0.35 1.33 3.54
N 0.94 2.02 3.83
C 1.44 1.80 5.20
C 2.92 1.37 5.19
C 3.87 2.45 5.71
F 3.02 0.26 6.02
S 0.69 3.65 3.64
O 1.94 4.31 3.81
O -0.37 4.14 4.45
F 0.27 3.68 2.17
H -5.03 -3.40 2.45
H -5.86 -4.31 1.22
H -4.72 -5.15 2.21
H -3.22 -1.77 2.29
H -1.93 -2.86 1.83
H -0.90 -1.35 0.42
H -2.43 -0.66 -0.02
H -2.38 0.22 2.57
H -1.89 1.12 1.16
H 0.32 0.96 1.58
H 0.22 -0.54 2.57
H -1.14 2.04 3.30
H -0.72 0.75 4.38
H 1.36 2.69 5.81
H 0.89 1.01 5.70
H 3.19 1.12 4.18
H 4.39 2.08 6.59
H 4.63 2.68 4.97
H 3.37 3.37 5.98
O -0.05 -0.75 -4.28
N -0.98 -0.90 -3.52
O -0.90 -0.81 -2.32
C -2.29 -1.21 -4.10
C -2.41 -1.35 -5.47
C -3.65 -1.67 -6.00
C -4.75 -1.84 -5.17
C -4.61 -1.69 -3.80
C -3.38 -1.37 -3.25
H -1.56 -1.22 -6.12
H -3.76 -1.79 -7.07
H -5.71 -2.09 -5.59
H -5.46 -1.82 -3.15
H -3.27 -1.26 -2.18
O 7.45 1.75 -3.34
N 6.50 1.59 -2.60
O 6.55 1.66 -1.39
C 5.20 1.27 -3.21
C 5.12 1.15 -4.59
C 3.90 0.83 -5.16
C 2.78 0.65 -4.35
C 2.88 0.78 -2.98
C 4.10 1.10 -2.40
H 5.99 1.29 -5.21
H 3.81 0.73 -6.23
H 1.83 0.40 -4.80
H 2.01 0.64 -2.35
H 4.18 1.20 -1.33

Mulliken atomic charge list, values in e, 4 entries: number 1, C, carries -0.932; number 2, C, carries 0.608; number 3, O, carries -0.542; number 4, O, carries -0.214

***

[12]
Molecular formula: C2H65NO33Si2
Method: DFT, ωB97M-V/def2-TZVPD

- HOMO: -10.495 eV
- Net charge: 0

CARTESIAN COORDINATES (ANGSTROEM)
O 0.60 -2.72 -0.84
C 0.01 -1.65 -0.88
C -0.85 -1.22 -2.03
Si -2.21 -0.08 -1.48
O -3.58 -0.22 -2.36
Si -5.06 -0.39 -1.55
O -1.64 1.52 -1.55
N -0.29 1.73 -2.01
O 0.42 1.97 -1.12
H 0.09 -0.96 -0.02
H -1.32 -2.13 -2.43
H -0.25 -0.81 -2.85
H -2.54 -0.37 -0.08
H -5.46 0.89 -0.94
H -6.03 -0.75 -2.60
H -5.03 -1.45 -0.54
O -0.79 -0.70 -5.14
H -1.50 -0.04 -5.29
H -0.27 -0.70 -5.94
O -6.56 -3.23 0.32
H -7.30 -3.48 0.88
H -5.95 -3.97 0.36
O 1.36 -2.92 2.11
H 1.31 -2.94 1.15
H 2.10 -2.32 2.29
O 3.24 -0.78 1.49
H 2.46 -0.25 1.28
H 3.79 -0.71 0.70
O -0.62 -1.18 3.26
H -1.20 -1.50 3.96
H 0.05 -1.86 3.11
O -1.83 1.25 1.78
H -1.32 1.58 2.52
H -1.35 1.58 1.01
O -4.67 2.85 -3.18
H -3.92 3.46 -3.31
H -4.28 1.98 -3.07
O -8.51 0.28 -1.87
H -9.11 0.84 -1.37
H -8.48 0.66 -2.75
O -3.03 4.66 -4.60
H -3.56 5.28 -5.12
H -2.23 4.52 -5.12
O -5.22 3.74 -6.29
H -5.05 3.26 -5.47
H -5.47 3.09 -6.94
O 5.80 -1.84 3.11
H 5.02 -1.32 2.89
H 6.37 -1.79 2.33
O 8.54 -1.07 2.54
H 8.29 -0.53 3.29
H 8.55 -1.98 2.87
O 6.49 -1.05 6.15
H 6.39 -1.31 5.22
H 5.58 -0.86 6.43
O -9.05 -2.46 1.50
H -9.66 -1.88 1.96
H -8.99 -2.09 0.61
O -2.79 4.34 -1.09
H -2.26 5.01 -1.52
H -2.27 3.53 -1.16
O 7.97 -3.78 1.76
H 8.61 -4.04 1.09
H 7.30 -4.49 1.76
O 4.76 -4.35 1.80
H 4.08 -5.00 2.02
H 4.64 -3.62 2.41
O -3.10 0.98 -5.37
H -3.84 0.39 -5.16
H -3.24 1.76 -4.83
O -1.74 6.95 -2.29
H -2.20 7.53 -1.67
H -2.02 7.24 -3.16
O 3.65 -0.47 7.15
H 2.98 -1.12 7.36
H 3.48 0.27 7.74
O -3.26 -2.30 -5.56
H -3.39 -2.32 -6.51
H -2.41 -1.85 -5.43
O 6.75 -6.47 2.07
H 6.09 -6.44 2.77
H 7.57 -6.75 2.50
O 0.10 3.94 -4.93
H 0.86 4.12 -4.36
H -0.16 3.04 -4.71
O 4.18 1.93 0.79
H 3.60 2.68 0.90
H 5.06 2.31 0.69
O 6.90 1.83 6.07
H 7.76 2.13 6.36
H 6.87 0.89 6.28
O 2.92 -6.71 2.12
H 2.79 -6.91 1.18
H 2.34 -7.32 2.58
O 1.42 0.98 3.00
H 0.75 0.34 3.26
H 2.27 0.55 3.14
O 1.45 6.83 -2.94
H 0.68 6.34 -2.62
H 1.41 7.65 -2.44
O -3.21 0.73 4.43
H -3.18 0.71 3.47
H -2.46 1.27 4.69

Mulliken atomic charge list, values in e, 4 entries: number 1, O, carries -0.622; number 2, C, carries 0.263; number 3, C, carries -0.501; number 4, Si, carries -0.067